[1]
{"formula": "C5H9N", "method": "ωB97M-V/def2-TZVPD", "symbols": ["H", "H", "C", "C", "H", "N", "H", "C", "H", "H", "C", "C", "H", "H", "H"], "xyz": [[0.2371, -1.8139, -0.6234], [-2.9244, 1.5358, 2.2379], [1.1405, -1.1999, -0.5989], [-2.3534, 1.5426, 1.3188], [-2.9549, 1.2938, 0.4505], [1.8391, -1.1732, -1.8804], [-1.2412, 0.2062, -0.6039], [-1.0314, 1.4572, 1.1142], [2.7945, -1.4629, -1.7324], [1.3900, -1.7512, -2.5719], [0.7673, 0.1235, 0.0429], [-0.5184, 0.4572, 0.1714], [-0.2563, 1.9764, 1.6739], [1.4152, 0.5363, 0.8134], [1.6963, -1.7279, 0.1878]], "gap_ev": 9.1, "smiles": "C=C/C=C/CN", "total_energy_ev": -6818.41100, "spin_multiplicity": 1}

=====

[2]
{"formula": "C5H9N", "method": "ωB97M-V/def2-TZVPD", "symbols": ["H", "H", "C", "H", "H", "C", "H", "H", "H", "C", "C", "N", "C", "H", "H"], "xyz": [[1.7217, 0.5107, 1.2673], [-2.0237, 1.5093, 1.0469], [-1.4586, -0.3392, -0.0662], [2.5919, -1.0015, -1.4895], [0.4406, -0.5851, 1.9222], [0.0360, -0.1636, -0.0171], [-3.2432, 0.2751, 1.0139], [0.0494, 1.1735, 1.7514], [-1.9924, -1.1705, -0.5546], [0.6917, -0.3034, -1.2072], [0.6351, 0.3474, 1.3267], [2.1640, -0.1164, -1.4371], [-2.2335, 0.4216, 0.8487], [2.3267, 0.3066, -2.3568], [0.2943, -0.8644, -2.0485]], "gap_ev": 9.3, "smiles": "C=C/C(C)=C/N", "total_energy_ev": -6818.46773, "spin_multiplicity": 1}

=====

[3]
{"formula": "C5H9N", "method": "ωB97M-V/def2-TZVPD", "symbols": ["H", "C", "H", "C", "C", "C", "H", "C", "H", "H", "H", "H", "H", "H", "N"], "xyz": [[-0.7846, 1.2946, -2.3044], [-0.4080, -0.3649, 0.4864], [-1.4095, 0.0490, 0.4025], [-0.1965, -1.8294, 0.8825], [0.8269, 0.3458, 0.9186], [-0.4015, 0.3166, -2.0528], [1.3493, 2.3382, 0.6184], [0.3007, 0.1264, -0.7987], [0.8749, -1.9869, 0.8256], [-0.5637, -0.5488, -2.6910], [0.0338, 2.1189, 1.6544], [-0.5775, -2.0701, 1.8764], [0.7796, 1.0277, -1.1483], [-0.6509, -2.5153, 0.1459], [0.8271, 1.6981, 1.1845]], "gap_ev": 7.8, "total_energy_ev": -6812.91771, "spin_multiplicity": 1}

=====

[4]
{"formula": "C5H9N", "method": "ωB97M-V/def2-TZVPD", "symbols": ["C", "H", "H", "C", "C", "H", "C", "N", "H", "H", "C", "H", "H", "H", "H"], "xyz": [[-0.5041, -0.7059, 1.2042], [-1.9404, -2.0700, 2.0917], [1.5069, 1.9660, -0.8516], [-0.0990, 0.1211, 0.1169], [-1.1024, 0.7431, -0.7161], [-2.6439, -0.6545, 1.0999], [-1.7493, -1.1591, 1.4822], [1.2816, -0.1719, -0.1889], [-1.0666, 1.6182, -1.3301], [1.6888, 0.6198, -2.0840], [1.8176, 0.9268, -1.0831], [0.2817, -0.9655, 1.8910], [-1.9223, -0.0301, -0.8752], [1.5453, -1.1279, 0.1790], [2.9060, 0.8899, -0.9359]], "gap_ev": 7.6, "smiles": "C=CC(=C)NC", "total_energy_ev": -6816.93858, "spin_multiplicity": 1}

=====

[5]
{"formula": "C5H9N", "method": "ωB97M-V/def2-TZVPD", "symbols": ["C", "H", "H", "C", "H", "H", "C", "H", "H", "N", "H", "C", "H", "C", "H"], "xyz": [[-1.5840, 0.8864, -0.2202], [2.0425, 1.4730, -0.3779], [2.7125, 0.3423, 0.8999], [-1.7077, -0.5759, 0.1375], [1.5084, -1.9493, -0.1295], [1.5014, -0.9429, -1.6470], [1.4809, -0.9128, -0.5509], [-1.4826, -1.3146, -0.6338], [-2.4756, -0.8739, 0.8429], [0.6947, -0.0275, 0.1690], [-1.2272, 1.1040, -1.2268], [-0.5752, 0.2293, 0.6854], [-2.2617, 1.6153, 0.2130], [1.9878, 0.4564, 0.0873], [-0.5737, 0.4790, 1.7502]], "gap_ev": 9.0, "smiles": "C1CC1N1CC1", "total_energy_ev": -6817.53150, "spin_multiplicity": 1}

=====

[6]
{"formula": "C5H9N", "method": "ωB97M-V/def2-TZVPD", "symbols": ["H", "H", "C", "H", "H", "H", "C", "H", "C", "H", "H", "C", "C", "H", "N"], "xyz": [[-1.6367, 0.9228, 0.7818], [0.0570, -0.1753, 1.9877], [1.0820, -0.2118, -0.9404], [1.7025, -0.2838, 1.0799], [-1.3254, -1.3492, -1.1465], [0.6750, 1.9498, 0.5249], [0.6739, -0.3321, 1.0845], [-1.3263, 1.3559, -1.0343], [0.4257, 0.9484, 0.0348], [-1.7629, -1.3021, 0.6603], [2.2354, -0.2091, -0.5551], [-1.0598, -0.8889, -0.1494], [-1.0058, 0.7214, -0.2010], [0.9594, -0.0267, -2.0712], [0.3061, -1.1193, -0.0561]], "gap_ev": 9.5, "smiles": "C1CN2CC1C2", "total_energy_ev": -6816.78010, "spin_multiplicity": 1}